Here is C20H18O6 in the gas phase from the Open Molecules 2025 dataset. Energies are from ωB97M-V/def2-TZVPD.

Calculated values
- 2S+1: 1
- Energy above the lowest of the compared OMol25 structures with the same formula, charge and spin: 12.5 kJ/mol
- Lowest unoccupied orbital energy: 0.65 eV
- Structure (SMILES): CC(=O)Oc1ccc(/C=C\c2cc(OC(C)=O)cc(OC(C)=O)c2)cc1
- Gap between HOMO and LUMO: 9.087 eV
- M: 354.4 g/mol

Element x y z (Å)
C (0.647, 3.312, 4.271)
C (1.059, 2.464, 3.098)
O (1.165, 2.853, 1.965)
O (1.299, 1.204, 3.488)
C (1.698, 0.273, 2.525)
C (0.794, -0.701, 2.129)
C (1.163, -1.619, 1.169)
C (2.434, -1.582, 0.597)
C (3.347, -0.635, 1.050)
C (2.980, 0.302, 2.000)
H (3.675, 1.061, 2.325)
H (4.340, -0.604, 0.627)
C (2.771, -2.499, -0.501)
C (2.005, -2.629, -1.584)
C (0.817, -1.792, -1.799)
C (0.907, -0.419, -1.616)
C (-0.223, 0.387, -1.680)
C (-1.465, -0.171, -1.944)
C (-1.537, -1.540, -2.165)
C (-0.418, -2.352, -2.111)
H (-0.521, -3.415, -2.267)
O (-2.768, -2.128, -2.448)
C (-3.731, -2.069, -1.507)
O (-3.576, -1.592, -0.418)
C (-4.995, -2.717, -2.004)
H (-5.012, -2.731, -3.089)
H (-5.852, -2.178, -1.611)
H (-5.033, -3.738, -1.630)
H (-2.359, 0.430, -1.967)
O (0.024, 1.712, -1.409)
C (-0.888, 2.703, -1.411)
O (-2.028, 2.601, -1.773)
C (-0.237, 3.958, -0.902)
H (0.227, 3.751, 0.060)
H (-0.977, 4.747, -0.812)
H (0.546, 4.263, -1.591)
H (1.855, 0.046, -1.398)
H (2.240, -3.361, -2.344)
H (3.677, -3.081, -0.393)
H (0.456, -2.367, 0.847)
H (-0.195, -0.719, 2.561)
H (0.180, 2.697, 5.034)
H (1.536, 3.780, 4.691)
H (-0.029, 4.093, 3.936)

Atomic partial charges in e from the Mulliken method, atoms 1 to 2: -1.13, 0.75

---

Here is a molecular structure, C52H44CoF2N5O2S3 in a non-equilibrium geometry from the Open Molecules 2025 dataset. Energies are from ωB97M-V/def2-TZVPD.

Calculated values
- 2S+1: 1
- Energy above the lowest of the compared OMol25 structures with the same formula, charge and spin: 42.9 kJ/mol
- Lowest unoccupied orbital energy (spin up / spin down): -0.43 / -0.43 eV
- Gap between HOMO and LUMO (spin up / spin down): 5.770 / 5.769 eV
- M: 964.1 g/mol

Element x y z (Å)
Co (-1.272, -0.451, -2.017)
N (-1.200, 0.011, -0.122)
S (-0.872, -0.411, 1.215)
N (0.661, 0.015, 1.797)
S (1.905, -0.848, 1.564)
N (2.113, -1.681, 0.294)
S (1.794, -1.127, -1.271)
N (0.472, -1.371, -1.782)
C (2.466, 0.536, -1.251)
C (1.577, 1.562, -0.968)
C (2.049, 2.864, -0.915)
C (3.391, 3.132, -1.138)
C (4.273, 2.097, -1.417)
C (3.814, 0.790, -1.480)
C (3.035, -2.043, -2.153)
C (2.838, -2.086, -3.525)
C (3.799, -2.691, -4.320)
C (4.935, -3.242, -3.743)
C (5.111, -3.210, -2.365)
C (4.156, -2.604, -1.561)
C (3.244, 0.283, 1.868)
C (4.530, -0.219, 1.729)
C (5.605, 0.595, 2.037)
C (5.383, 1.890, 2.492)
C (4.091, 2.369, 2.645)
C (3.004, 1.560, 2.341)
C (2.070, -2.067, 2.848)
C (1.756, -1.659, 4.136)
C (1.924, -2.552, 5.181)
C (2.412, -3.829, 4.928)
C (2.739, -4.214, 3.636)
C (2.578, -3.326, 2.580)
C (-1.864, 0.431, 2.420)
C (-1.368, 0.999, 3.584)
C (-2.250, 1.623, 4.453)
C (-3.605, 1.665, 4.153)
C (-4.083, 1.100, 2.979)
C (-3.212, 0.481, 2.096)
C (-0.972, -2.123, 1.736)
C (-0.616, -3.092, 0.814)
C (-0.567, -4.417, 1.222)
C (-0.868, -4.759, 2.530)
C (-1.236, -3.778, 3.445)
C (-1.286, -2.450, 3.053)
H (0.535, 1.336, -0.795)
H (1.360, 3.672, -0.704)
H (3.754, 4.152, -1.098)
H (5.322, 2.303, -1.591)
H (4.503, -0.012, -1.705)
H (1.936, -1.655, -3.944)
H (3.660, -2.733, -5.392)
H (5.687, -3.706, -4.369)
H (5.990, -3.655, -1.919)
H (4.270, -2.568, -0.486)
H (4.681, -1.233, 1.377)
H (6.615, 0.224, 1.922)
H (6.225, 2.527, 2.730)
H (3.924, 3.378, 3.000)
H (1.985, 1.910, 2.433)
H (1.376, -0.660, 4.308)
H (1.673, -2.254, 6.190)
H (2.538, -4.527, 5.745)
H (3.117, -5.209, 3.445)
H (2.801, -3.607, 1.560)
H (-0.308, 0.959, 3.792)
H (-1.881, 2.074, 5.366)
H (-4.292, 2.150, 4.835)
H (-5.138, 1.149, 2.743)
H (-3.554, 0.048, 1.163)
H (-0.377, -2.814, -0.201)
H (-0.292, -5.181, 0.506)
H (-0.816, -5.794, 2.845)
H (-1.482, -4.046, 4.464)
H (-1.565, -1.682, 3.761)
C (-0.103, 0.930, -5.461)
C (-0.481, 0.482, -4.073)
O (-0.234, 1.197, -3.071)
O (-1.088, -0.623, -3.938)
H (0.627, 1.734, -5.415)
H (-1.005, 1.294, -5.956)
H (0.278, 0.089, -6.040)
F (-3.108, -2.003, -0.788)
C (-2.368, -1.918, -1.963)
F (-1.713, -3.127, -2.065)
H (-3.082, -1.865, -2.784)
N (-2.842, 0.537, -2.325)
C (-3.496, 1.559, -2.041)
C (-3.079, 2.570, -0.986)
C (-3.994, 3.114, -0.088)
C (-3.577, 3.985, 0.911)
C (-2.237, 4.328, 1.020)
C (-1.320, 3.796, 0.120)
C (-1.741, 2.931, -0.878)
C (-4.788, 1.869, -2.770)
C (-5.602, 0.824, -3.193)
C (-6.765, 1.076, -3.904)
C (-7.124, 2.383, -4.215)
C (-6.315, 3.431, -3.803)
C (-5.157, 3.174, -3.078)
H (-5.041, 2.843, -0.170)
H (-4.299, 4.392, 1.610)
H (-1.912, 5.014, 1.793)
H (-0.271, 4.062, 0.205)
H (-1.046, 2.524, -1.604)
H (-5.294, -0.187, -2.958)
H (-7.392, 0.252, -4.222)
H (-8.026, 2.581, -4.781)
H (-6.582, 4.452, -4.048)
H (-4.523, 3.995, -2.763)

Atomic partial charges in e from the Mulliken method, atoms 1 to 2: 0.14, 0.72

---

Here is a molecular structure, C36H25F10N3OPRe in a non-equilibrium geometry from the Open Molecules 2025 dataset. Energies are from ωB97M-V/def2-TZVPD.

Calculated values
- 2S+1: 4
- Energy above the lowest of the compared OMol25 structures with the same formula, charge and spin: 0.0 kJ/mol
- Lowest unoccupied orbital energy (spin up / spin down): -3.52 / -4.49 eV
- Total charge: +1
- Gap between HOMO and LUMO (spin up / spin down): 6.491 / 6.549 eV
- M: 922.8 g/mol

Element x y z (Å)
Re (-0.266, 0.761, 0.689)
C (-3.281, 0.498, 1.710)
N (-2.118, 1.413, 1.806)
C (-2.503, 2.717, 1.176)
C (-1.290, 3.401, 0.579)
N (-0.662, 2.431, -0.343)
C (0.246, 2.929, -1.293)
C (1.125, 3.989, -1.056)
F (1.135, 4.603, 0.132)
C (2.048, 4.409, -1.997)
F (2.859, 5.422, -1.722)
C (2.154, 3.745, -3.209)
F (3.049, 4.125, -4.110)
C (1.317, 2.672, -3.465)
F (1.408, 2.013, -4.616)
C (0.377, 2.291, -2.526)
F (-0.409, 1.247, -2.819)
C (-1.722, 1.525, 3.250)
C (-0.217, 1.646, 3.404)
N (0.400, 0.597, 2.563)
C (1.678, 0.170, 2.950)
C (2.019, -1.174, 2.833)
F (1.104, -2.046, 2.399)
C (3.279, -1.647, 3.150)
F (3.552, -2.943, 3.021)
C (4.248, -0.773, 3.614)
F (5.458, -1.220, 3.924)
C (3.940, 0.571, 3.747)
F (4.862, 1.428, 4.166)
C (2.678, 1.029, 3.405)
F (2.454, 2.345, 3.475)
H (-4.149, 0.942, 2.208)
H (-3.045, -0.442, 2.203)
H (-3.524, 0.316, 0.664)
H (-3.022, 3.342, 1.907)
H (-3.198, 2.481, 0.370)
H (-0.612, 3.743, 1.364)
H (-1.610, 4.293, 0.035)
H (-2.037, 0.601, 3.730)
H (-2.255, 2.356, 3.717)
H (0.039, 1.504, 4.457)
H (0.136, 2.643, 3.132)
O (2.421, 1.435, 0.354)
C (1.678, 0.590, -0.104)
C (2.053, -0.310, -1.228)
C (3.301, -0.278, -1.840)
C (3.525, -1.070, -2.952)
C (2.511, -1.882, -3.455)
C (1.268, -1.922, -2.843)
C (1.043, -1.137, -1.717)
P (-0.508, -1.110, -0.793)
C (-1.954, -1.140, -1.878)
C (-2.304, -2.338, -2.506)
C (-3.430, -2.398, -3.309)
C (-4.225, -1.271, -3.470)
C (-3.892, -0.085, -2.834)
C (-2.756, -0.017, -2.040)
C (-0.618, -2.693, 0.071)
C (-1.772, -2.963, 0.803)
C (-1.910, -4.168, 1.469)
C (-0.896, -5.116, 1.397)
C (0.249, -4.856, 0.660)
C (0.392, -3.646, -0.002)
H (4.064, 0.381, -1.446)
H (4.488, -1.048, -3.445)
H (2.693, -2.486, -4.333)
H (0.486, -2.552, -3.247)
H (-1.710, -3.231, -2.349)
H (-3.692, -3.326, -3.797)
H (-5.109, -1.321, -4.092)
H (-4.510, 0.793, -2.961)
H (-2.480, 0.922, -1.574)
H (-2.579, -2.240, 0.831)
H (-2.810, -4.371, 2.033)
H (-1.003, -6.059, 1.916)
H (1.037, -5.595, 0.607)
H (1.302, -3.444, -0.552)

Atomic partial charges in e from the Mulliken method, atoms 1 to 2: 1.30, -1.24

---

Here is a molecular structure, C4H3O4Tl in a non-equilibrium geometry from the Open Molecules 2025 dataset. Energies are from ωB97M-V/def2-TZVPD.

Calculated values
- 2S+1: 1
- Energy above the lowest of the compared OMol25 structures with the same formula, charge and spin: 715.4 kJ/mol
- Lowest unoccupied orbital energy (spin up / spin down): -12.67 / -12.82 eV
- Total charge: +2
- Gap between HOMO and LUMO (spin up / spin down): 5.305 / 6.195 eV
- M: 319.4 g/mol

Element x y z (Å)
C (0.834, -1.293, -0.240)
C (0.710, 0.018, -0.501)
H (1.665, -1.819, -0.706)
O (-0.373, 0.718, -0.046)
C (-0.703, 1.796, -0.861)
O (-0.695, 2.830, -0.152)
Tl (-0.968, 4.572, -0.518)
O (-0.620, -1.454, 1.689)
C (0.054, -2.092, 0.728)
O (0.001, -3.304, 0.674)
H (-0.878, -0.559, 1.405)
H (0.974, 0.587, -1.473)

Atomic partial charges in e from the Mulliken method, atoms 1 to 2: -0.38, 0.17